80
Properties=species:S:1:pos:R:3:mulliken_charge:R:1 method="wB97M-V/def2-TZVPD" total_charge=-1 homo_energy_ha="-0.0729 / -0.1764" multiplicity=5 de_lowest_ev=0.000 e_lumo_ha="0.0948 / 0.0947"
Fe 0.78 0.18 -0.30 1.64
N 0.77 -2.37 -0.80 -0.28
C 1.34 -3.02 -1.99 -0.84
C 1.86 -1.97 -2.97 0.21
C 0.76 -1.37 -3.86 -1.28
C -0.48 -0.87 -3.14 -0.30
N -0.18 0.21 -2.19 -0.85
H 1.52 -2.21 -0.14 -0.45
H 0.10 -2.97 -0.33 0.16
H 0.56 -3.61 -2.48 0.42
H 2.15 -3.70 -1.73 0.48
H 2.61 -2.42 -3.63 0.44
H 2.37 -1.19 -2.40 -0.34
H 0.43 -2.14 -4.57 0.43
H 1.18 -0.56 -4.46 0.39
H -0.95 -1.68 -2.58 -0.05
H -1.21 -0.53 -3.89 0.52
H -1.04 0.66 -1.89 0.11
H 0.37 0.94 -2.64 0.43
Cl 0.15 5.13 4.18 -0.27
C -0.43 3.91 3.07 0.17
C -1.65 4.10 2.44 -0.87
C -2.11 3.12 1.55 -0.40
C -1.35 1.99 1.32 -0.63
O -1.71 1.04 0.43 -0.37
C -0.13 1.81 1.98 1.38
C 0.60 0.59 1.61 -0.75
O -0.12 -0.58 1.46 -0.60
C 0.33 2.77 2.86 -1.05
H -2.22 4.99 2.63 0.44
H -3.05 3.25 1.04 0.37
H 1.57 0.42 2.07 1.12
H 1.28 2.65 3.36 0.49
S 5.32 0.50 -0.87 -0.52
C 5.16 -1.02 -0.01 0.65
C 6.15 -1.92 0.33 -0.51
C 5.81 -3.06 1.06 -0.58
C 4.50 -3.25 1.47 -0.98
C 3.49 -2.35 1.13 -0.24
C 3.80 -1.23 0.34 -0.60
N 2.93 -0.28 -0.10 0.35
C 3.58 0.78 -0.68 0.28
C 2.91 1.98 -0.99 0.78
C 3.55 3.13 -1.51 -1.27
C 2.81 4.27 -1.77 -0.60
C 1.45 4.32 -1.51 -1.05
C 0.81 3.18 -0.98 0.72
C 1.51 2.02 -0.72 -0.25
H 7.17 -1.73 0.04 0.38
H 6.58 -3.77 1.33 0.36
H 4.25 -4.11 2.07 0.38
H 2.49 -2.48 1.52 0.57
H 4.62 3.11 -1.71 0.36
H 3.32 5.15 -2.17 0.37
H 0.88 5.22 -1.70 0.42
H -0.25 3.23 -0.76 0.33
C -4.30 -1.75 -2.95 -0.52
C -3.74 -2.73 -2.14 -0.67
C -3.04 -2.37 -1.00 -0.53
C -2.87 -1.03 -0.63 0.55
C -3.46 -0.07 -1.45 0.20
C -4.16 -0.42 -2.60 -0.80
Si -1.87 -0.66 0.99 1.06
C -2.95 -0.28 2.49 0.38
C -4.16 0.41 2.37 -0.45
C -4.94 0.69 3.47 -0.69
C -4.53 0.29 4.74 -0.42
C -3.34 -0.41 4.88 -0.68
C -2.57 -0.70 3.76 -0.51
H -4.84 -2.03 -3.85 0.37
H -3.85 -3.78 -2.41 0.40
H -2.60 -3.14 -0.38 0.34
H -3.36 0.98 -1.19 0.29
H -4.60 0.35 -3.22 0.41
H -1.64 -2.16 1.21 -0.66
H -4.47 0.75 1.38 0.31
H -5.88 1.24 3.36 0.38
H -5.14 0.51 5.61 0.36
H -3.01 -0.72 5.87 0.38
H -1.64 -1.24 3.88 0.32

80
Properties=species:S:1:pos:R:3:mulliken_charge:R:1 method="wB97M-V/def2-TZVPD" total_charge=-1 homo_energy_ha="-0.1266 / -0.0922" multiplicity=2 de_lowest_ev=1.349 e_lumo_ha="0.0828 / 0.0505"
Co -0.29 0.36 -1.00 -0.44
C -4.86 -2.92 -1.51 -0.61
C -4.40 -2.26 -0.38 -1.11
C -3.13 -1.73 -0.34 0.60
C -2.27 -1.85 -1.45 -0.69
C -2.76 -2.51 -2.59 -0.52
C -4.04 -3.03 -2.62 -0.58
N -0.97 -1.39 -1.42 1.73
N -0.17 -2.12 -2.21 -1.00
C 1.07 -1.72 -2.35 -0.32
C 2.02 -2.54 -3.02 -0.39
C 3.33 -2.16 -3.06 -0.65
C 3.71 -0.96 -2.43 -0.99
C 2.74 -0.19 -1.85 -0.96
N 1.45 -0.51 -1.81 0.97
H -5.85 -3.37 -1.52 0.37
H -5.05 -2.16 0.48 0.43
H -2.78 -1.23 0.55 0.72
H -2.11 -2.58 -3.44 0.45
H -4.39 -3.53 -3.51 0.37
H 1.67 -3.45 -3.46 0.49
H 4.06 -2.78 -3.56 0.38
H 4.74 -0.65 -2.43 0.46
H 3.01 0.75 -1.38 0.67
C -4.61 2.10 -0.26 -1.57
C -3.21 1.58 -0.13 1.19
S -2.42 1.25 -1.63 -0.42
C -2.62 1.33 1.07 -0.24
C -3.33 1.51 2.38 -1.70
S -1.02 0.71 1.21 0.39
H -4.75 2.53 -1.25 0.42
H -4.84 2.86 0.49 0.37
H -5.32 1.28 -0.13 0.24
H -4.02 2.35 2.36 0.41
H -2.60 1.65 3.17 0.35
H -3.90 0.61 2.61 0.26
O 1.54 0.20 0.81 -0.32
S 2.72 -0.51 1.26 0.36
C 2.34 -2.35 1.21 -0.85
C 1.26 -2.75 2.13 -0.44
C 1.55 -3.27 3.39 -0.16
C 0.53 -3.58 4.27 -0.71
C -0.79 -3.39 3.91 -0.59
C -1.09 -2.88 2.65 -0.75
C -0.07 -2.56 1.77 0.52
C 2.74 -0.31 3.12 -0.80
C 2.89 1.15 3.36 0.27
C 1.83 1.90 3.85 -0.12
C 1.96 3.27 4.02 -0.70
C 3.15 3.90 3.68 -0.36
C 4.20 3.16 3.17 -0.73
C 4.07 1.79 3.02 -0.24
H 3.30 -2.83 1.43 0.68
H 2.07 -2.51 0.17 0.06
H 2.58 -3.42 3.69 0.37
H 0.77 -3.97 5.25 0.37
H -1.59 -3.62 4.60 0.40
H -2.11 -2.71 2.36 0.36
H -0.31 -2.15 0.80 0.65
H 3.59 -0.88 3.48 0.54
H 1.81 -0.69 3.51 0.29
H 0.89 1.42 4.09 0.32
H 1.13 3.85 4.40 0.38
H 3.25 4.97 3.80 0.36
H 5.12 3.65 2.89 0.39
H 4.89 1.21 2.61 0.40
F -0.14 3.28 -6.89 -0.37
C 0.03 3.04 -5.55 0.46
C -0.88 3.56 -4.65 -0.79
C -0.70 3.31 -3.31 -0.19
C 0.36 2.52 -2.83 0.86
C 0.46 2.22 -1.41 -2.01
C 1.28 2.05 -3.78 0.25
C 1.12 2.30 -5.13 -0.96
H -1.72 4.15 -5.00 0.41
H -1.41 3.70 -2.59 0.43
H -0.11 2.94 -0.82 0.62
H 1.49 2.19 -1.04 0.45
H 2.13 1.47 -3.46 0.31
H 1.82 1.92 -5.85 0.45

91
Properties=species:S:1:pos:R:3:mulliken_charge:R:1 method="wB97M-V/def2-TZVPD" homo_energy_ha="-0.2640 / -0.2643" multiplicity=2 e_lumo_ha="-0.0449 / -0.0526"
Ru 0.90 -0.05 1.46 -0.97
O 2.95 6.32 3.62 -0.51
C 3.69 5.17 3.97 -0.67
C 3.09 3.95 3.34 0.58
C 3.85 2.77 3.18 -1.27
C 3.25 1.68 2.59 -0.12
N 1.99 1.67 2.18 0.86
C 1.21 2.80 2.32 1.06
C 1.79 3.96 2.90 -0.86
C -0.13 2.73 1.88 -0.40
C -1.01 3.84 1.86 -0.66
C -2.29 3.72 1.40 0.59
C -3.23 4.90 1.39 -0.80
O -3.35 5.52 2.65 -0.51
C -2.73 2.44 0.97 -1.37
C -1.85 1.40 1.01 -0.27
N -0.59 1.50 1.43 0.73
H 3.34 7.09 4.05 0.31
H 3.69 5.04 5.07 0.30
H 4.74 5.26 3.64 0.33
H 4.87 2.72 3.50 0.46
H 3.82 0.78 2.44 0.32
H 1.21 4.85 3.01 0.55
H -0.66 4.80 2.21 0.51
H -4.21 4.59 1.01 0.32
H -2.84 5.68 0.72 0.32
H -3.59 4.84 3.30 0.33
H -3.74 2.29 0.64 0.44
H -2.17 0.42 0.70 0.18
N 3.80 -2.34 1.22 -0.09
C 3.18 -2.08 2.40 0.05
N 3.57 -2.48 3.61 -0.52
N 2.72 -1.92 4.45 -0.83
N 1.84 -1.23 3.82 -0.19
N 2.07 -1.31 2.51 0.66
C 3.80 -1.38 0.25 0.17
N 4.73 -1.26 -0.70 -0.70
N 4.42 -0.13 -1.32 -0.79
N 3.38 0.41 -0.80 -0.15
N 2.93 -0.35 0.19 0.94
H 4.61 -2.95 1.26 0.32
C -0.92 -4.90 -2.20 -1.06
O -0.93 -3.53 -2.53 -0.01
C -1.92 -3.04 -3.32 0.87
C -2.81 -3.82 -4.05 -1.18
C -3.76 -3.24 -4.87 -0.74
C -3.84 -1.86 -4.98 -0.73
C -2.99 -1.07 -4.24 -0.60
C -2.04 -1.64 -3.39 0.33
N -1.21 -0.77 -2.66 0.50
C -0.77 -0.89 -1.37 -1.15
N -1.45 -1.77 -0.61 0.35
C -1.49 -1.99 0.76 -0.14
C -0.64 -1.41 1.70 0.21
C -0.97 -1.61 3.05 0.59
C -2.02 -2.41 3.45 -1.44
C -2.83 -3.02 2.50 -0.37
C -2.57 -2.81 1.16 0.83
O -3.33 -3.32 0.13 -0.45
C -4.61 -3.83 0.42 -1.08
N 0.14 -0.10 -0.88 1.29
C 0.89 0.69 -1.75 0.04
C 1.03 2.06 -1.53 -0.32
C 1.81 2.83 -2.37 -0.99
C 2.45 2.24 -3.45 -0.88
C 2.34 0.88 -3.68 -0.76
C 1.57 0.09 -2.84 0.81
O 1.40 -1.25 -2.97 0.20
C 2.25 -1.97 -3.84 -1.15
H -0.12 -5.01 -1.47 0.29
H -0.70 -5.52 -3.07 0.36
H -1.87 -5.20 -1.75 0.34
H -2.74 -4.90 -4.00 0.46
H -4.42 -3.87 -5.43 0.43
H -4.57 -1.41 -5.64 0.40
H -3.05 0.01 -4.29 0.46
H -0.85 0.02 -3.17 0.54
H -2.18 -2.29 -1.09 0.27
H -0.38 -1.12 3.82 0.50
H -2.21 -2.55 4.50 0.40
H -3.66 -3.63 2.81 0.41
H -5.08 -4.03 -0.55 0.29
H -5.22 -3.09 0.96 0.41
H -4.56 -4.75 1.00 0.35
H 0.53 2.50 -0.68 0.26
H 1.92 3.89 -2.19 0.43
H 3.06 2.83 -4.12 0.38
H 2.89 0.44 -4.50 0.43
H 1.99 -3.02 -3.68 0.18
H 3.30 -1.81 -3.60 0.41
H 2.06 -1.70 -4.88 0.39

76
Properties=species:S:1:pos:R:3:mulliken_charge:R:1 method="wB97M-V/def2-TZVPD" smiles="Cc1cc(C)c(N2C=CN(c3c(C)cc(C)cc3C)P2)c(C)c1.O=C1C(=Cc2ccccc2)C(=O)c2ccccc21" homo_energy_ha=-0.2584 de_lowest_ev=3.375 e_lumo_ha=-0.0339
C -7.28 2.04 1.69 -1.52
C -5.79 1.88 1.58 0.75
C -4.93 2.54 2.47 -0.92
C -3.54 2.41 2.38 0.97
C -2.76 3.17 3.41 -1.06
C -2.98 1.59 1.38 -0.69
N -1.56 1.58 1.15 0.57
C -0.89 2.76 0.87 -0.61
C 0.43 2.70 1.17 -0.60
N 0.81 1.49 1.71 0.74
C 1.94 1.42 2.60 -0.95
C 3.09 0.72 2.21 1.61
C 3.06 -0.05 0.94 -1.18
C 4.26 0.81 2.95 -1.00
C 4.33 1.59 4.11 0.58
C 5.61 1.68 4.89 -1.49
C 3.17 2.28 4.50 -1.26
C 1.99 2.22 3.77 1.18
C 0.82 3.01 4.28 -1.16
P -0.42 0.26 1.37 -0.43
C -3.83 0.91 0.49 1.36
C -3.24 0.10 -0.61 -1.09
C -5.22 1.07 0.59 -1.05
H -7.78 1.48 0.89 0.34
H -7.65 1.67 2.65 0.33
H -7.59 3.09 1.60 0.33
H -5.35 3.18 3.25 0.40
H -1.68 3.19 3.21 -0.39
H -3.11 4.21 3.46 0.40
H -2.90 2.74 4.41 0.38
H -1.44 3.64 0.55 0.40
H 1.14 3.52 1.12 0.47
H 4.03 -0.52 0.76 0.29
H 2.31 -0.86 0.97 0.21
H 2.83 0.59 0.08 0.31
H 5.15 0.28 2.60 0.37
H 5.51 2.32 5.77 0.36
H 5.93 0.69 5.22 0.33
H 6.43 2.10 4.28 0.32
H 3.20 2.89 5.40 0.24
H 1.12 3.51 5.21 0.35
H 0.49 3.79 3.59 0.28
H -0.04 2.37 4.52 0.24
H -0.12 -0.04 -0.09 -0.09
H -4.03 -0.31 -1.25 0.30
H -2.58 0.71 -1.25 0.35
H -2.65 -0.74 -0.23 0.28
H -5.86 0.56 -0.13 0.27
O 2.78 -1.48 -1.33 -0.51
C 2.56 -2.06 -2.39 -0.30
C 1.23 -2.43 -2.94 0.18
C 0.05 -2.11 -2.36 0.48
C -1.19 -2.62 -2.92 0.61
C -1.30 -3.98 -3.32 -0.39
C -2.42 -4.44 -4.01 -0.59
C -3.50 -3.57 -4.25 -0.43
C -3.44 -2.25 -3.79 -0.69
C -2.30 -1.78 -3.14 -0.33
C 1.46 -3.10 -4.27 0.29
O 0.66 -3.53 -5.10 -0.63
C 2.94 -3.14 -4.45 -0.12
C 3.65 -3.66 -5.53 -0.36
C 5.04 -3.54 -5.51 -0.48
C 5.69 -2.92 -4.42 -0.54
C 4.97 -2.42 -3.34 -0.28
C 3.58 -2.53 -3.37 0.14
H 0.04 -1.47 -1.49 0.30
H -0.50 -4.68 -3.07 0.43
H -2.45 -5.47 -4.37 0.36
H -4.39 -3.94 -4.78 0.37
H -4.29 -1.58 -3.95 0.39
H -2.22 -0.74 -2.83 0.52
H 3.10 -4.14 -6.34 0.48
H 5.62 -3.92 -6.35 0.39
H 6.78 -2.83 -4.43 0.39
H 5.45 -1.95 -2.48 0.50

89
Properties=species:S:1:pos:R:3:mulliken_charge:R:1 method="wB97M-V/def2-TZVPD" total_charge=+3 homo_energy_ha="-0.5656 / -0.5656" multiplicity=2 de_lowest_ev=0.000 e_lumo_ha="-0.3483 / -0.4168"
Bi 0.42 -2.13 1.63 1.56
C 3.00 -0.69 -1.71 -1.56
C 1.67 -0.98 -1.32 -0.69
N 1.47 -0.54 -0.04 0.43
N 2.65 0.03 0.42 0.69
C 3.61 -0.08 -0.58 -0.37
B 2.92 0.60 1.85 0.26
N 1.54 1.01 2.39 0.54
C 0.83 2.15 2.09 -0.07
C -0.51 1.95 2.48 -1.02
C -0.59 0.68 3.04 -0.33
N 0.60 0.03 2.84 -0.96
N 3.50 -0.51 2.74 0.02
C 3.89 -0.32 4.01 -0.06
C 3.74 -1.50 4.77 -1.22
C 3.06 -2.41 3.91 -0.02
N 2.85 -1.81 2.70 -0.80
N 3.89 1.85 1.81 0.56
C 5.27 1.91 1.98 -0.28
C 5.77 3.04 1.41 -0.97
C 4.64 3.71 0.88 -0.16
N 3.50 3.02 1.11 -0.93
H 3.43 -0.99 -2.67 0.49
H 0.86 -1.46 -1.87 0.82
H 4.59 0.21 -0.42 0.69
H 1.38 3.01 1.69 0.63
H -1.31 2.68 2.44 0.58
H -1.27 0.13 3.69 0.61
H 4.25 0.67 4.29 0.58
H 4.11 -1.73 5.77 0.46
H 2.75 -3.44 4.18 0.41
H 5.78 1.06 2.37 0.53
H 6.80 3.35 1.38 0.47
H 4.68 4.66 0.35 0.46
C -2.21 -3.70 3.64 -0.90
C -3.16 -3.56 2.47 -0.80
S -2.47 -2.28 1.32 0.17
C -2.54 -3.04 -0.35 -0.33
C -1.75 -4.34 -0.68 -0.87
S 0.04 -4.33 -0.26 0.02
C 0.23 -5.64 1.02 -0.97
C -0.69 -5.64 2.21 -0.56
S -0.45 -4.26 3.41 0.00
H -2.53 -4.50 4.32 0.54
H -2.10 -2.81 4.29 0.42
H -4.16 -3.17 2.79 0.50
H -3.37 -4.44 1.88 0.47
H -2.17 -2.24 -1.01 -0.15
H -3.57 -3.16 -0.60 0.67
H -1.77 -4.49 -1.80 0.52
H -2.19 -5.19 -0.24 0.51
H 1.31 -5.66 1.22 0.46
H 0.05 -6.57 0.47 0.52
H -0.51 -6.49 2.87 0.56
H -1.73 -5.71 1.88 0.28
F -2.57 -2.02 -6.51 -0.27
C -2.22 -1.19 -5.51 0.25
C -0.88 -1.07 -5.14 -0.96
C -0.55 -0.33 -4.01 -0.18
C -1.55 0.34 -3.30 0.87
C -2.92 0.22 -3.69 -0.73
C -3.22 -0.54 -4.79 -0.72
Sb -1.15 1.17 -1.33 0.99
C 0.11 2.85 -2.07 0.42
C 1.06 2.73 -3.07 -0.15
C 1.97 3.76 -3.34 -0.73
C 1.90 4.89 -2.52 0.32
F 2.78 5.92 -2.76 -0.30
C 0.95 5.03 -1.50 -0.73
C 0.06 4.02 -1.29 -0.30
C -2.98 2.31 -1.17 0.24
C -3.30 3.36 -2.05 -0.39
C -4.50 4.00 -1.94 -0.71
C -5.32 3.76 -0.84 0.22
F -6.42 4.52 -0.57 -0.28
C -5.02 2.72 0.04 -0.38
C -3.84 1.98 -0.10 -0.80
H -0.16 -1.67 -5.71 0.45
H 0.49 -0.21 -3.69 0.25
H -3.72 0.57 -3.04 0.43
H -4.23 -0.60 -5.23 0.44
H 1.05 1.78 -3.63 0.18
H 2.75 3.74 -4.09 0.50
H 0.96 6.00 -0.96 0.44
H -0.72 4.04 -0.46 0.39
H -2.61 3.59 -2.83 0.62
H -4.85 4.69 -2.72 0.44
H -5.77 2.49 0.80 0.42
H -3.61 1.15 0.59 0.32

83
Properties=species:S:1:pos:R:3:mulliken_charge:R:1 method="wB97M-V/def2-TZVPD" total_charge=+1 homo_energy_ha=-0.4067 de_lowest_ev=0.683 e_lumo_ha=-0.1036
Hf 0.66 -1.20 -0.42 -0.24
S -1.65 -0.60 -1.21 -0.56
P -1.24 0.87 0.18 1.59
C 0.48 0.75 0.57 -0.41
P 0.78 0.02 2.12 0.87
S 0.33 -1.98 2.01 -0.64
C 0.00 0.83 3.52 1.03
C -0.52 0.11 4.58 -0.46
C -1.03 0.78 5.69 -0.75
C -1.01 2.17 5.73 -0.51
C -0.50 2.90 4.66 -0.69
C 0.00 2.23 3.55 -0.42
C 2.54 0.18 2.48 1.00
C 3.21 1.35 2.13 -0.29
C 4.53 1.54 2.52 -0.70
C 5.19 0.56 3.26 -0.47
C 4.53 -0.61 3.61 -0.80
C 3.20 -0.80 3.22 -0.53
C -2.52 0.69 1.45 0.56
C -3.03 -0.57 1.77 -0.58
C -3.96 -0.71 2.78 -0.90
C -4.40 0.41 3.49 -0.50
C -3.90 1.67 3.17 -0.76
C -2.96 1.81 2.16 -0.40
C -1.57 2.49 -0.56 0.41
C -0.55 3.41 -0.75 -0.37
C -0.83 4.65 -1.32 -0.71
C -2.13 4.97 -1.69 -0.55
C -3.16 4.05 -1.50 -0.79
C -2.88 2.82 -0.93 -0.27
H -0.53 -0.98 4.55 0.42
H -1.43 0.22 6.52 0.45
H -1.40 2.69 6.60 0.43
H -0.49 3.98 4.69 0.45
H 0.39 2.79 2.71 0.30
H 2.71 2.10 1.53 0.31
H 5.06 2.45 2.24 0.45
H 6.22 0.71 3.57 0.41
H 5.04 -1.38 4.17 0.42
H 2.69 -1.72 3.48 0.41
H -2.71 -1.44 1.22 0.42
H -4.36 -1.69 3.02 0.44
H -5.13 0.30 4.28 0.43
H -4.25 2.54 3.71 0.43
H -2.57 2.79 1.92 0.51
H 0.46 3.15 -0.46 0.45
H -0.03 5.37 -1.48 0.45
H -2.35 5.94 -2.12 0.40
H -4.17 4.30 -1.79 0.44
H -3.68 2.10 -0.79 0.49
Cl 4.00 -7.52 -0.32 -0.19
C 3.55 -5.85 -0.36 0.39
C 2.29 -5.49 -0.79 -1.01
C 1.98 -4.15 -0.80 1.38
Cl 0.35 -3.66 -1.35 -0.15
C 2.84 -3.14 -0.40 -0.85
O 2.48 -1.84 -0.44 -0.31
C 4.10 -3.55 0.03 0.54
Cl 5.23 -2.34 0.54 -0.15
C 4.46 -4.88 0.05 -0.75
H 1.58 -6.24 -1.11 0.48
H 5.45 -5.17 0.38 0.47
C -2.09 -2.84 -4.28 -0.99
Ge -1.26 -1.24 -4.99 0.45
C -2.15 0.45 -4.62 -0.81
C -1.16 -1.41 -6.93 -1.27
C 0.67 -1.27 -4.54 -1.08
Se 1.57 -0.54 -2.97 0.18
C 1.07 1.32 -3.19 -0.63
H -3.12 -2.92 -4.67 0.36
H -2.15 -2.86 -3.19 0.26
H -1.53 -3.71 -4.63 0.35
H -3.15 0.39 -5.07 0.42
H -1.60 1.26 -5.11 0.33
H -2.25 0.66 -3.56 0.05
H -2.16 -1.50 -7.36 0.37
H -0.57 -2.29 -7.22 0.37
H -0.69 -0.51 -7.36 0.38
H 1.18 -0.79 -5.36 0.48
H 0.98 -2.31 -4.54 0.49
H 0.03 1.47 -2.93 -0.12
H 1.26 1.59 -4.22 0.54
H 1.71 1.90 -2.53 0.36